A cluster of 2 separate species, C4H12 in total, computed with wB97M-V/def2-TZVPD.

Results
Structure (SMILES): CC.CC
Largest force on an atom: 0.99 eV/A
HOMO energy: -11.723 eV
Calculated total energy: -159.5795 hartree
Relative energy (zero: lowest compared OMol25 entry of this formula, charge and spin): 3.4 kcal per mole
HOMO-LUMO gap: 0.473 hartree
2S+1: 1

Geometry (Å):
C (1.2814, 1.7016, -1.8827)
C (1.4117, 0.2990, -1.2674)
H (1.4122, 1.6623, -2.9584)
H (0.3226, 2.1568, -1.6899)
H (2.0751, 2.3925, -1.5913)
H (1.7270, 0.4115, -0.2306)
H (2.1272, -0.2768, -1.8509)
H (0.4596, -0.2127, -1.3309)
C (-1.3904, -1.7033, 1.2861)
C (-1.3221, -0.2943, 1.8328)
H (-2.3701, -2.1575, 1.4183)
H (-1.1874, -1.7117, 0.2182)
H (-0.6908, -2.4156, 1.7339)
H (-0.4847, 0.3074, 1.4819)
H (-1.3538, -0.2652, 2.9201)
H (-2.1869, 0.2810, 1.4818)



The molecule C6H9N, computed with wB97M-V/def2-TZVPD.

Results
Structure (SMILES): C=C=CC[C@H]1CN1
Largest force on an atom: 0.57 eV/A
HOMO energy: -9.351 eV
Calculated total energy: -288.6700 hartree
Relative energy (zero: lowest compared OMol25 entry of this formula, charge and spin): 70.3 kcal per mole
HOMO-LUMO gap: 0.382 hartree
2S+1: 1

Geometry (Å):
C (-3.0359, -1.0549, 1.4866)
C (-2.0515, -0.2996, 1.0803)
C (-1.0789, 0.5400, 0.8397)
C (-0.2471, 0.6725, -0.4213)
C (1.2642, 0.7443, -0.2463)
C (2.1559, -0.4318, -0.3917)
N (2.0272, 0.5363, -1.4779)
H (-2.8365, -1.9968, 1.9884)
H (-4.0727, -0.7514, 1.3689)
H (-0.9964, 1.2635, 1.6492)
H (-0.5529, 1.5856, -0.9505)
H (-0.4639, -0.1611, -1.0969)
H (1.6193, 1.5301, 0.4229)
H (1.7356, -1.4127, -0.6038)
H (3.0839, -0.4519, 0.1795)
H (2.8422, 1.1421, -1.5201)



A cluster of 15 separate species, C34H105N7O18 in total, computed with wB97M-V/def2-TZVPD.

Results
Largest force on an atom: 4.37 eV/A
HOMO energy: -8.585 eV
Calculated total energy: -3095.8150 hartree
HOMO-LUMO gap: 0.322 hartree
2S+1: 1

Geometry (Å):
C (11.9393, 18.2079, 19.4114)
C (12.7156, 17.2277, 18.5427)
O (12.2636, 17.1459, 17.2013)
O (12.0771, 19.5206, 19.0431)
H (12.3134, 18.1019, 20.3896)
H (10.8936, 17.8687, 19.3542)
H (12.6674, 16.1820, 18.8400)
H (13.7859, 17.4323, 18.6477)
H (12.2575, 18.0559, 16.8471)
H (11.3509, 20.0513, 19.3868)
C (20.8921, 15.0894, 17.8433)
C (19.9135, 13.9406, 17.6645)
O (20.1538, 13.2238, 16.5295)
O (21.0280, 15.8414, 16.6832)
H (21.8718, 14.6423, 18.1336)
H (20.5602, 15.7564, 18.6290)
H (18.8681, 14.2327, 17.5892)
H (20.0071, 13.2100, 18.5247)
H (19.9729, 13.7492, 15.7348)
H (21.9126, 16.2215, 16.5501)
C (15.7371, 11.9480, 18.2934)
C (16.2337, 11.6974, 16.8677)
O (15.6418, 12.6446, 15.9198)
O (14.4313, 12.4920, 18.4734)
H (16.3854, 12.6624, 18.8531)
H (15.7566, 10.9476, 18.7262)
H (16.0449, 10.6745, 16.4603)
H (17.2838, 11.8808, 16.7510)
H (15.8113, 13.5216, 16.2800)
H (13.8499, 12.3430, 17.6719)
O (20.7442, 10.4976, 16.0455)
H (20.4730, 10.0762, 16.8605)
H (20.4372, 11.4134, 16.1376)
O (14.4488, 12.8040, 13.5557)
H (14.8941, 12.1469, 12.9946)
H (14.9850, 12.7326, 14.3635)
O (14.3481, 14.8506, 20.4664)
H (14.1667, 14.1168, 19.8565)
H (15.2307, 15.2111, 20.2021)
O (16.6095, 15.2956, 16.4249)
H (17.3756, 15.0741, 15.8529)
H (15.8872, 15.7368, 15.8784)
O (19.0080, 15.2531, 14.8057)
H (18.7748, 15.7470, 13.9835)
H (19.4483, 15.9492, 15.3385)
C (20.0520, 17.3760, 9.9675)
C (19.1139, 16.6246, 10.9411)
C (19.2997, 15.1137, 10.9560)
O (18.9435, 14.5569, 9.7194)
C (19.1995, 13.1652, 9.6155)
N (19.2843, 17.0627, 12.3356)
H (21.0544, 17.3211, 10.4427)
H (19.7032, 18.3629, 9.7779)
H (20.1371, 16.9672, 8.9704)
H (18.0774, 16.7762, 10.7176)
H (18.6074, 14.6636, 11.7537)
H (20.2971, 14.8614, 11.3086)
H (18.7417, 12.9367, 8.6686)
H (18.7034, 12.6302, 10.3945)
H (20.2580, 12.9495, 9.6611)
H (20.2542, 16.9674, 12.5847)
H (18.9897, 18.0092, 12.5007)
C (13.9106, 22.2364, 15.3726)
C (13.8174, 20.7309, 15.7169)
C (14.9332, 20.2631, 16.5895)
O (16.0371, 20.3815, 15.7147)
C (17.3260, 20.1659, 16.2399)
N (12.5217, 20.2719, 16.2487)
H (14.2596, 22.8908, 16.1118)
H (12.9428, 22.6660, 15.0710)
H (14.6479, 22.4111, 14.5832)
H (13.8541, 20.2447, 14.7443)
H (14.7434, 19.2681, 16.9578)
H (15.0226, 20.8790, 17.5240)
H (17.9901, 20.5520, 15.5015)
H (17.5654, 19.1125, 16.4379)
H (17.4506, 20.7243, 17.1888)
H (11.8069, 20.7989, 15.7516)
H (12.4236, 20.4782, 17.2264)
C (18.8800, 17.6357, 18.9444)
C (17.5955, 17.1885, 19.6351)
C (16.4204, 18.0727, 19.1896)
O (16.7026, 19.3969, 19.5300)
C (16.2678, 19.7474, 20.7978)
N (17.1535, 15.7794, 19.4583)
H (19.8200, 17.3773, 19.4589)
H (18.8745, 18.7755, 18.8690)
H (18.8485, 17.3773, 17.8510)
H (17.7633, 17.3416, 20.7235)
H (15.4699, 17.7195, 19.6337)
H (16.2689, 18.0217, 18.1031)
H (17.0238, 20.4428, 21.1916)
H (16.2021, 18.8404, 21.4325)
H (15.2071, 20.1417, 20.8407)
H (17.9748, 15.1905, 19.6052)
H (16.9249, 15.6999, 18.4432)
C (13.1413, 17.3840, 13.2610)
C (14.3709, 16.5852, 13.8561)
C (15.6211, 16.9654, 13.0993)
O (15.5030, 17.1251, 11.7200)
C (15.3319, 15.8347, 10.9932)
N (14.5688, 16.8886, 15.2676)
H (12.2534, 17.1381, 13.8025)
H (13.0253, 17.3018, 12.1522)
H (13.3627, 18.4298, 13.4112)
H (14.1369, 15.5026, 13.8634)
H (16.4485, 16.1966, 13.2514)
H (15.8066, 18.0148, 13.3916)
H (14.2918, 15.6307, 10.9400)
H (15.9131, 15.0038, 11.3946)
H (15.8119, 16.1141, 10.0312)
H (13.6680, 16.7204, 15.7447)
H (14.7723, 17.8852, 15.3458)
C (11.0885, 14.5422, 15.2842)
C (11.4758, 13.7552, 16.5484)
C (10.2896, 13.2885, 17.4101)
O (9.3344, 14.2863, 17.5879)
C (9.7867, 15.3185, 18.4437)
N (12.2449, 12.5619, 16.2550)
H (10.4479, 15.3464, 15.5133)
H (10.6830, 14.0191, 14.4261)
H (12.0274, 15.0409, 14.9519)
H (12.0676, 14.4408, 17.1612)
H (10.6331, 12.9191, 18.4002)
H (9.7332, 12.5520, 16.7531)
H (10.3840, 14.9887, 19.2760)
H (8.9815, 15.7842, 18.9433)
H (10.3889, 16.0834, 17.9108)
H (11.6964, 11.8189, 16.0895)
H (12.8686, 12.7276, 15.4978)
C (22.7392, 20.6924, 15.4854)
C (22.5811, 19.2726, 16.0691)
C (23.8151, 18.4334, 15.9412)
O (23.4737, 17.0694, 15.9593)
C (24.6008, 16.2961, 15.5776)
N (21.9694, 19.4663, 17.3816)
H (23.3889, 20.8117, 14.6090)
H (23.1672, 21.3079, 16.2795)
H (21.7881, 21.0465, 15.2000)
H (21.9355, 18.6953, 15.4059)
H (24.5753, 18.6844, 16.6904)
H (24.1863, 18.6470, 14.9020)
H (25.2090, 16.9325, 14.9079)
H (24.2518, 15.3736, 15.1227)
H (25.2078, 16.0761, 16.4512)
H (22.2056, 20.4012, 17.6716)
H (20.9667, 19.3836, 17.2707)
C (20.1619, 7.9517, 12.2453)
C (21.3657, 8.8672, 12.5160)
C (20.9735, 10.3089, 12.6202)
O (22.1437, 11.0606, 12.8239)
C (21.9280, 12.4173, 12.6559)
N (21.9371, 8.4280, 13.8464)
H (19.6327, 8.2530, 11.3193)
H (19.4999, 8.1360, 13.1109)
H (20.2539, 6.8414, 12.2083)
H (22.0766, 8.6866, 11.6910)
H (20.2450, 10.5066, 13.4524)
H (20.5362, 10.6561, 11.6675)
H (21.6755, 12.5590, 11.5825)
H (22.9426, 12.7997, 12.7868)
H (21.0641, 12.7347, 13.3050)
H (21.4953, 8.9929, 14.6163)
H (22.9062, 8.5893, 13.8703)



The ion C5H10NOS with charge -1, computed with wB97M-V/def2-TZVPD.

Results
Structure (SMILES): CCN[C@@H](C=O)C[S-]
Largest force on an atom: 1.29 eV/A
HOMO energy: -2.791 eV
Calculated total energy: -724.7127 hartree
Relative energy (zero: lowest compared OMol25 entry of this formula, charge and spin): 25.5 kcal per mole
Net charge: -1
HOMO-LUMO gap: 0.244 hartree
2S+1: 1

Geometry (Å):
C (0.1090, -1.8812, -1.6333)
C (-0.2577, -2.0999, -0.1425)
N (-0.7641, -0.9398, 0.5518)
C (0.2022, 0.0529, 1.0201)
C (1.4048, 0.2094, 0.1398)
O (2.5456, -0.0039, 0.5096)
C (-0.4935, 1.4197, 1.0610)
S (-1.3814, 1.9069, -0.4792)
H (1.1573, -2.0127, -1.8837)
H (-0.4217, -2.5890, -2.2752)
H (-0.1909, -0.8873, -1.9389)
H (-1.0389, -2.8575, -0.1020)
H (0.6032, -2.5028, 0.3964)
H (-1.5462, -0.4814, 0.0968)
H (0.4525, -0.2576, 2.0335)
H (1.2066, 0.5940, -0.8779)
H (-1.2346, 1.4404, 1.8781)
H (0.1994, 2.2260, 1.3375)



A structure of composition C4H5NO2, computed with wB97M-V/def2-TZVPD.

Results
Largest force on an atom: 4.40 eV/A
HOMO energy: -9.264 eV
Calculated total energy: -360.4973 hartree
Relative energy (zero: lowest compared OMol25 entry of this formula, charge and spin): 108.0 kcal per mole
HOMO-LUMO gap: 0.296 hartree
2S+1: 1

Geometry (Å):
C (-0.3229, -0.1275, -0.9779)
C (0.5532, 0.2874, 1.1689)
C (1.7816, 0.7184, 1.0990)
O (-1.3475, 0.0908, -1.9009)
N (-0.5134, -0.1674, 1.6798)
C (-1.1931, -0.4986, 0.5826)
O (-2.2888, -0.9498, 0.3826)
H (-1.8435, -0.7392, -1.9916)
H (0.3743, 0.6959, -1.1076)
H (0.1868, -1.0837, -1.1422)
H (2.3518, 0.7430, 2.0226)
H (2.2616, 1.0307, 0.1847)



Repeat the fifth record exactly.
A structure of composition C4H5NO2, computed with wB97M-V/def2-TZVPD.

Results
Largest force on an atom: 4.40 eV/A
HOMO energy: -9.264 eV
Calculated total energy: -360.4973 hartree
Relative energy (zero: lowest compared OMol25 entry of this formula, charge and spin): 108.0 kcal per mole
HOMO-LUMO gap: 0.296 hartree
2S+1: 1

Geometry (Å):
C (-0.3229, -0.1275, -0.9779)
C (0.5532, 0.2874, 1.1689)
C (1.7816, 0.7184, 1.0990)
O (-1.3475, 0.0908, -1.9009)
N (-0.5134, -0.1674, 1.6798)
C (-1.1931, -0.4986, 0.5826)
O (-2.2888, -0.9498, 0.3826)
H (-1.8435, -0.7392, -1.9916)
H (0.3743, 0.6959, -1.1076)
H (0.1868, -1.0837, -1.1422)
H (2.3518, 0.7430, 2.0226)
H (2.2616, 1.0307, 0.1847)